Record 1
# C18H55N3O11

A cluster of 8 separate species, C18H55N3O11 in total in a non-equilibrium geometry (wB97M-V/def2-TZVPD, the OMol25 dataset).

```
87
Properties=species:S:1:pos:R:3:lowdin_charge:R:1
H 4.5567 3.9626 0.0959 0.1175
H 6.6689 3.4779 -0.6681 0.0806
H 1.0104 -2.0377 -4.3507 0.1240
O 2.2839 -3.1170 -5.2923 -0.0605
N 1.5668 -3.4958 2.6498 0.0349
H 0.1130 4.5906 -4.3698 0.1145
H -1.3449 -2.0372 2.4174 0.0509
C 2.0172 -2.4061 -4.1541 -0.2592
H -1.8537 -0.2186 3.6981 0.0643
H -3.8366 -1.9554 -3.1430 0.0773
C 3.7673 1.9170 -0.1032 -0.2441
C 3.0374 -1.3092 -3.8314 -0.1671
C -1.2579 1.3835 1.8191 -0.2214
H -1.2874 -4.5429 6.1934 0.0796
H -3.5675 -2.2596 -0.3607 0.1248
C 0.5218 3.9430 -3.5942 -0.1893
H -3.6728 -1.2286 2.2009 0.0674
C -0.9718 2.6809 1.0040 -0.4103
C 0.4692 -2.7565 3.2290 -0.4311
H -5.3127 -0.5084 2.1275 0.0885
H 0.2579 4.6483 -1.8580 0.0958
H -1.7293 -0.8130 -3.2367 0.0495
O -4.1401 -0.3877 0.3394 -0.2101
H -2.3494 -1.0984 0.3163 0.0964
H 1.5278 4.1938 -3.2579 0.1165
C -1.5577 -3.4887 6.2530 -0.0932
H -0.9034 -0.4489 -1.8963 0.0353
C -2.8808 -0.6586 -1.7694 -0.4129
H -1.5374 4.2138 2.3508 0.0853
N -1.0928 2.3921 -0.4409 0.0513
H 1.8573 -3.0999 1.7672 0.0390
C -0.3938 -2.4349 2.0634 -0.0789
O -1.2634 -2.8822 4.9757 -0.1871
H -2.2614 1.0346 1.5753 0.1195
H -0.6318 -3.3471 1.5162 0.0968
H 3.2543 -0.2474 -5.4312 0.1089
O 2.8400 -0.1031 -4.5773 -0.0913
O 2.1174 -2.0499 -0.4281 -0.0491
H 2.8950 -0.9578 -2.8094 0.1032
H -0.8680 0.6021 4.8958 0.0820
H -0.5705 0.5971 1.5077 0.1025
C -1.7876 3.8493 1.3545 -0.0653
O 2.9057 1.7700 1.0229 -0.0693
H -4.9927 -0.7701 -2.3915 0.0788
H 4.0964 -1.5241 -3.9745 0.1323
H 4.2440 0.9481 -0.2516 0.1173
O 1.4220 1.5840 -3.2246 -0.1024
H 0.2835 1.0742 -0.3574 -0.0083
C -3.2077 -1.2308 -0.3425 -0.1748
H 1.1324 2.3120 -5.0580 0.1143
O 6.0235 2.7715 -0.7456 -0.0792
H -2.8731 3.8433 1.2550 0.0894
H 2.3974 -3.4345 3.2211 0.0705
N -1.5664 -1.1050 -2.2837 0.0619
H -0.3240 1.9535 -4.2276 0.1085
H -2.6271 -3.5354 6.4588 0.0803
H 0.5896 -3.5908 5.1872 0.1158
H -2.3493 1.3511 4.5433 0.0869
H -1.1313 -2.9824 7.1190 0.0869
H 2.9737 -2.1565 -0.0139 0.0381
O -0.2624 4.0942 -2.4444 -0.0941
C -0.1803 -3.5657 4.4160 -0.2069
H 0.0750 -1.7601 1.3472 0.0644
H -0.6630 3.0747 -1.0487 0.0320
H -0.4447 -4.5897 4.1522 0.1255
H 1.6586 -3.8369 -5.4034 0.0948
H -2.7855 0.4089 -1.5705 0.1079
C 0.6552 2.4100 -4.0829 -0.1861
H -3.8577 -0.3232 -3.6920 0.0686
O -0.9912 1.7094 3.1250 -0.1678
H -1.5090 4.6103 0.6256 0.0763
H 0.8316 -1.7994 3.6041 0.1333
C 4.8905 2.9251 0.1119 -0.2365
H -4.9873 -1.9694 1.3181 0.0811
H 2.0143 -3.1172 -3.3280 0.1198
H 1.2082 0.5617 -1.4410 0.0179
H 1.9520 -1.1076 -0.3983 -0.0255
H 2.3471 1.0043 0.8704 0.0448
H -2.0927 2.4462 -0.5726 0.0838
H 1.9942 1.0332 -3.7638 0.0115
C -3.9950 -0.9333 -2.7992 -0.0546
C -1.5622 0.7633 4.0710 -0.0525
H 5.3078 2.6750 1.0873 0.1153
O 0.8968 0.3669 -0.5571 -0.0717
C -4.5285 -1.0111 1.5615 -0.1092
H 3.2541 2.1548 -1.0350 0.1049
H 0.0879 2.9011 1.1329 0.1399
```

The electronic energy is -46546.088 eV. As for the energy above the lowest of the compared OMol25 structures with the same formula, charge and spin: 210.9 kJ/mol. For the gap between HOMO and LUMO, the calculation gives 9.4726 eV.

---

Record 2
# C5H9N2

The ion C5H9N2 with charge +1 in a non-equilibrium geometry (wB97M-V/def2-TZVPD, the OMol25 dataset).

```
16
Properties=species:S:1:pos:R:3:lowdin_charge:R:1
H 0.1141 -2.6899 -0.6645 0.0403
N -2.0725 -1.5445 1.2577 0.4419
H 1.8148 1.9646 0.8409 0.1021
H 1.1563 -1.3843 -1.4155 0.1576
C 0.0536 -0.7653 0.2769 -0.2648
H 0.1511 2.2986 1.5824 0.1146
H -0.4852 2.3406 -1.1457 0.1258
C -0.7178 1.2516 -0.9330 0.0753
H -1.1765 0.6485 -1.7392 0.0968
H 0.9168 -0.8921 0.8509 0.1345
N -1.0814 -1.1697 0.8975 0.1003
C 0.0904 0.8525 -0.0182 -0.2901
C 0.8208 1.5722 1.0644 -0.0368
H -0.6621 -1.5528 -1.7308 0.0930
C 0.1156 -1.7368 -0.9792 0.0273
H 0.9622 0.8068 1.8554 0.0821
```

The electronic energy is -8300.909 eV. The net charge is +1. As for the energy above the lowest of the compared OMol25 structures with the same formula, charge and spin: 465.3 kJ/mol. For the gap between HOMO and LUMO, the calculation gives 9.6388 eV.

---

Record 3
# C2H10N2S

A structure of composition C2H10N2S in a non-equilibrium geometry (wB97M-V/def2-TZVPD, the OMol25 dataset).

```
15
Properties=species:S:1:pos:R:3:lowdin_charge:R:1
N 1.1358 -1.0250 -0.4570 0.0240
H -1.3031 0.2440 -0.2734 0.1003
H 0.7362 -0.5869 -1.5932 -0.0932
H -0.2335 1.0882 -2.7976 -0.1461
H 0.7917 -1.9278 -0.1596 0.1375
C 0.7359 0.0726 0.4557 -0.2047
S -0.0444 -0.2343 -2.9833 0.7795
N -1.1549 0.8651 1.7604 0.0142
H -1.0137 -1.0504 0.9502 0.1257
C -0.7838 -0.0126 0.6748 -0.2963
H 1.1751 -0.0137 1.4395 0.1276
H 2.1498 -1.1034 -0.4926 0.1426
H -1.0150 1.8435 1.5272 0.0859
H 0.9629 1.0349 0.0067 0.1242
H -2.1392 0.8058 1.9422 0.0786
```

The electronic energy is -16042.883 eV. As for the expectation value of S²: 0.753. The net charge is +1. As for the energy above the lowest of the compared OMol25 structures with the same formula, charge and spin: 0.0 kJ/mol. The spin multiplicity is 2. For the gap between HOMO and LUMO (alpha / beta), the calculation gives 10.1734 / 5.3567 eV.

---

Record 4
# C4H8N3

The ion C4H8N3 with charge +1 in a non-equilibrium geometry (wB97M-V/def2-TZVPD, the OMol25 dataset).

```
15
Properties=species:S:1:pos:R:3:lowdin_charge:R:1
H -2.8235 -1.3622 -1.1020 0.1435
C -0.4389 0.1201 -0.0348 -0.1692
N 0.9750 0.1381 0.0188 -0.0781
N -1.0896 -0.9095 0.1193 0.0384
H 1.5302 1.7133 -1.0030 0.0633
C 1.3421 1.5298 -0.0417 -0.0258
H -0.6894 1.2193 -0.2450 0.1695
H 0.6435 2.2754 0.4745 0.1466
H 2.3598 1.6282 0.4245 0.1240
C 1.7951 -0.9281 0.1057 -0.1931
N 2.2167 -2.0326 -0.0839 0.4342
C -2.4687 -0.9333 -0.0261 -0.1525
H -3.0498 -1.6821 0.6714 0.1249
H 2.7578 -0.7474 0.8414 0.3031
H -3.0603 -0.0291 -0.1190 0.0713
```

The electronic energy is -8734.720 eV. The net charge is +1. As for the energy above the lowest of the compared OMol25 structures with the same formula, charge and spin: 777.9 kJ/mol. For the gap between HOMO and LUMO (alpha / beta), the calculation gives 6.4612 / 6.4591 eV.

---

Record 5
# C11H12N2OS

The molecule C11H12N2OS in a non-equilibrium geometry (wB97M-V/def2-TZVPD, the OMol25 dataset).

```
27
Properties=species:S:1:pos:R:3:lowdin_charge:R:1
C -0.8243 -0.4002 0.1440 -0.3930
H 2.0488 1.6870 2.6104 0.0989
N -1.3206 -0.2012 -2.3738 0.0484
H 2.4692 0.2094 0.5362 0.0824
H -0.8914 -2.4163 0.9859 0.1017
H 2.2310 2.3735 1.0121 0.0817
O -1.3737 2.5954 1.9956 0.0884
S 0.7885 -1.5640 -3.3953 0.9481
H -2.7435 0.7735 0.5783 0.1652
H -1.7408 -1.1404 1.8577 0.0639
C -0.6438 -0.8015 -1.3369 -0.2799
N 0.3723 1.2075 1.4392 0.0016
H 1.1463 3.1145 2.2022 0.0850
H -1.6873 1.4575 -0.5774 0.1234
H -2.4782 -1.8702 0.4186 0.1275
C 1.6704 -0.4359 0.2548 0.0010
H 2.5832 -1.7282 -1.2192 0.0838
C -0.6448 -0.4281 -3.4849 -0.4066
C 1.6915 -1.6849 -0.6283 -0.1749
H -0.8061 0.2039 -4.4088 0.0879
C -1.5109 -1.4928 0.9099 -0.0135
C 1.4831 2.1696 1.7777 0.0024
C 0.5011 -1.5624 -1.5606 -0.3868
H 1.7712 -2.6398 -0.0576 0.1201
C -1.6382 0.8369 0.2998 -0.0448
C -0.9375 1.6852 1.3299 -0.4168
C 0.4845 0.0518 0.6903 -0.1952
```

The electronic energy is -27463.241 eV. As for the energy above the lowest of the compared OMol25 structures with the same formula, charge and spin: 151.8 kJ/mol. For the gap between HOMO and LUMO, the calculation gives 8.7046 eV.

---

Record 6
# C3H4LiO3Rh

A structure of composition C3H4LiO3Rh in a non-equilibrium geometry (wB97M-V/def2-TZVPD, the OMol25 dataset).

```
12
Properties=species:S:1:pos:R:3:lowdin_charge:R:1
O -0.2590 -2.4309 -0.6920 0.0243
O -1.4782 0.7959 0.1586 -0.3184
Li -2.7693 1.9788 0.6072 0.9080
H 0.5640 -0.2215 1.3820 0.0959
H -0.0815 2.3087 0.4131 0.1782
H 0.0166 1.4399 -1.1366 0.1860
O 1.9918 -2.4970 -0.7895 0.4029
C 0.8702 0.4148 0.5408 0.1144
C 0.8613 -2.7669 -0.8682 -0.1680
H 1.9235 0.6933 0.4836 0.1308
C -0.1696 1.3103 -0.0583 -0.2367
Rh -1.4698 -1.0255 -0.0407 1.6824
```

The electronic energy is -12489.855 eV. As for the expectation value of S²: 8.764. The net charge is +3. As for the energy above the lowest of the compared OMol25 structures with the same formula, charge and spin: 0.0 kJ/mol. The spin multiplicity is 6. For the gap between HOMO and LUMO (alpha / beta), the calculation gives 8.2695 / 7.4934 eV.